This record from the OMol25 dataset describes C18H24Br2Cl12F3N4O as an isolated structure in a non-equilibrium geometry. The level of theory is the ωB97M-V functional and the def2-TZVPD basis.

**LUMO level**: -3.8095 eV
**Total charge**: +1
**E_HOMO**: -12.13 eV
**E_tot**: -11964.13922 hartree

Last column: Mulliken charge in e.
Positions of all 64 atoms, in Å:
1 C 1.716 3.205 2.873  -0.7340
2 C 2.195 3.428 1.423  -0.4882
3 C 1.571 2.480 0.381  -1.0375
4 C 2.275 1.124 0.332  -0.2280
5 O 1.947 0.455 1.547  0.1115
6 N 2.502 -0.821 1.654  0.5311
7 C 3.968 -0.856 1.787  -1.7281
8 C 4.340 -1.837 2.931  -0.1005
9 C 5.058 -1.113 4.058  -0.0465
10 F 6.175 -0.541 3.553  -0.3431
11 Br 3.946 0.298 4.833  0.0118
12 C 5.417 -2.143 5.197  0.7141
13 F 5.586 -3.373 4.709  -0.2189
14 F 6.506 -1.758 5.832  -0.2080
15 Br 3.919 -2.285 6.455  -0.1257
16 C 1.959 -1.716 0.775  0.0744
17 N 2.689 -2.263 -0.285  -0.5437
18 N 0.718 -2.092 0.936  0.0761
19 C -0.157 -1.558 1.997  0.5358
20 C 0.146 -1.910 3.278  -0.2668
21 C -0.653 -1.375 4.270  -0.7441
22 C -1.658 -0.550 3.839  -0.3710
23 C -1.900 -0.287 2.516  -0.6919
24 N -1.127 -0.805 1.566  -0.2787
25 H 1.227 2.243 3.038  0.0589
26 H 1.025 3.976 3.215  0.3764
27 H 2.583 3.232 3.537  0.1921
28 H 1.958 4.462 1.166  0.3709
29 H 3.285 3.344 1.371  0.2967
30 H 0.520 2.347 0.660  0.2800
31 H 1.566 2.947 -0.605  0.4707
32 H 1.916 0.612 -0.570  0.2985
33 H 3.344 1.334 0.212  0.3617
34 H 4.265 0.155 2.065  0.6383
35 H 4.499 -1.085 0.861  0.5775
36 H 3.410 -2.242 3.331  0.0299
37 H 4.957 -2.656 2.561  0.4913
38 H 2.078 -2.844 -0.855  0.3002
39 H 3.351 -2.935 0.113  0.3145
40 H 0.302 -2.764 0.304  0.2656
41 H 0.963 -2.573 3.526  0.3766
42 H -0.479 -1.580 5.315  0.4838
43 H -2.298 -0.080 4.578  0.4215
44 H -2.721 0.355 2.220  0.5153
45 C -4.449 -1.894 -0.958  -0.0680
46 Cl -4.796 -0.654 -2.157  -0.0351
47 Cl -2.711 -1.964 -0.621  -0.0815
48 Cl -5.349 -1.600 0.530  -0.1279
49 H -4.758 -2.852 -1.359  0.2814
50 C -3.950 1.401 -5.590  0.0758
51 Cl -3.777 2.917 -6.477  -0.1044
52 Cl -5.382 1.445 -4.557  -0.1544
53 Cl -4.025 0.033 -6.698  -0.0840
54 H -3.080 1.279 -4.958  0.2716
55 C -5.088 -3.974 -6.117  -0.0806
56 Cl -5.922 -3.326 -7.526  -0.0998
57 Cl -3.364 -4.171 -6.447  -0.1222
58 Cl -5.336 -2.930 -4.713  -0.0400
59 H -5.504 -4.948 -5.894  0.3546
60 C -5.084 6.145 -7.763  0.3445
61 Cl -3.952 6.336 -9.104  -0.1199
62 Cl -4.536 7.056 -6.352  -0.1213
63 Cl -6.704 6.650 -8.240  -0.1208
64 H -5.122 5.095 -7.497  0.0116

Force components x, y, z for each atom (eV/Å):
0.351 -0.095 0.189
-0.268 0.024 0.066
-0.173 0.333 0.886
-0.436 1.307 -1.101
-0.367 -0.219 0.363
1.252 -0.184 -0.802
0.100 0.080 0.652
-0.414 0.586 -0.469
-0.491 -0.645 0.198
0.324 -0.085 0.206
0.344 0.575 -0.757
-1.031 0.622 0.349
0.517 -0.077 -0.335
0.289 -0.016 0.077
0.304 -0.759 0.291
-0.612 -0.559 -0.610
-0.305 -0.824 1.157
-0.408 0.685 0.380
0.827 -0.453 -1.251
0.282 -0.405 0.989
0.393 -0.146 -0.417
-1.168 0.798 1.498
0.078 -0.043 -0.459
-0.031 0.437 0.016
0.065 -0.001 -0.172
0.018 0.030 -0.147
-0.149 0.036 0.109
0.078 -0.072 -0.191
-0.041 0.019 -0.005
0.018 -0.211 -0.196
0.238 -0.223 -0.066
0.035 -0.471 0.320
0.079 -0.451 0.284
-0.084 -0.010 -0.026
-0.237 -0.043 -0.068
0.123 -0.178 0.085
0.108 0.079 0.163
0.012 0.155 -0.147
0.574 0.470 -0.377
-0.008 0.162 -0.132
0.064 -0.020 -0.150
-0.038 -0.014 0.032
-0.027 -0.028 -0.062
0.045 -0.064 -0.133
-0.112 0.006 -0.096
0.061 -0.091 0.102
-0.204 -0.043 -0.184
0.042 -0.035 -0.007
0.017 0.005 0.015
-0.122 -0.077 -0.112
0.103 -0.006 0.042
0.000 0.085 -0.054
0.039 0.020 0.038
-0.016 0.023 0.001
0.005 0.072 -0.080
0.010 -0.023 0.040
-0.013 -0.023 0.024
-0.012 -0.025 0.034
0.013 0.012 0.001
-0.021 0.127 -0.052
-0.006 -0.067 0.047
-0.001 -0.083 -0.005
0.015 -0.047 0.021
-0.024 0.067 -0.009

This record from the OMol25 dataset describes a 5-piece molecular cluster, C14H22B2Cl16NO5 overall. The level of theory is the ωB97M-V functional and the def2-TZVPD basis.

**LUMO level**: 1.9085 eV
**Total charge**: -1
**ΔE to the lowest compared entry with this formula, charge and spin**: 0.0 kJ/mol
**E_HOMO**: -4.82 eV
**E_tot**: -8390.41727 hartree

Last column: Mulliken charge in e.
Positions of all 60 atoms, in Å:
1 C 4.243 -0.125 1.193  -0.1686
2 O 4.063 -1.339 0.506  -0.4970
3 C 2.806 -1.963 0.740  -0.7855
4 C 1.683 -1.444 -0.167  0.1733
5 C 0.449 -0.915 0.581  -0.1434
6 B -0.686 -0.057 -0.300  0.0615
7 C -0.243 0.297 -1.902  -0.5054
8 C 0.444 1.575 -1.862  0.3059
9 O -0.023 2.678 -1.921  -0.6709
10 O 1.826 1.444 -1.646  -0.3566
11 C 2.487 2.257 -0.776  0.6051
12 C 1.856 2.466 0.581  -0.4225
13 O 3.570 2.655 -1.069  -0.4966
14 B -2.168 -0.885 -0.238  0.5705
15 O -2.722 -1.649 -1.310  -0.5281
16 N -3.009 -0.834 0.992  0.0867
17 C -3.787 -2.017 1.339  -0.9753
18 C -3.840 0.371 0.875  -0.6136
19 H 4.794 -0.270 2.135  0.3293
20 H 3.278 0.347 1.429  -0.1740
21 H 4.808 0.561 0.555  0.2220
22 H 2.979 -3.037 0.609  0.2653
23 H 2.524 -1.806 1.795  0.3372
24 H 2.119 -0.679 -0.819  0.0496
25 H 1.352 -2.260 -0.826  0.4010
26 H -0.025 -1.802 1.039  -0.1447
27 H 0.783 -0.316 1.444  0.0918
28 H -0.887 1.029 0.258  -0.3915
29 H -1.152 0.443 -2.496  0.3331
30 H 0.363 -0.495 -2.349  0.4241
31 H 1.937 3.522 0.844  0.3650
32 H 0.825 2.129 0.640  -0.1155
33 H 2.458 1.889 1.293  0.1543
34 H -3.342 -1.089 -1.791  0.1854
35 H -4.815 -1.753 1.622  0.3411
36 H -3.843 -2.735 0.511  0.2883
37 H -3.344 -2.522 2.207  0.2246
38 H -3.289 1.160 0.351  -0.0354
39 H -4.132 0.761 1.861  0.3178
40 H -4.772 0.140 0.320  0.1029
41 C -6.318 -3.115 -2.362  0.3252
42 Cl -5.352 -2.957 -3.830  -0.1028
43 Cl -6.156 -1.660 -1.389  -0.0629
44 Cl -8.021 -3.350 -2.804  -0.1233
45 Cl -5.761 -4.510 -1.436  -0.1066
46 C 6.976 4.044 -2.790  0.3287
47 Cl 6.698 4.215 -1.061  -0.0812
48 Cl 5.569 3.343 -3.557  -0.0517
49 Cl 7.311 5.643 -3.491  -0.1216
50 Cl 8.389 3.002 -3.058  -0.1194
51 C -3.726 4.624 -0.133  0.3037
52 Cl -4.154 4.347 1.567  -0.1238
53 Cl -4.979 3.896 -1.157  -0.1257
54 Cl -3.690 6.376 -0.433  -0.1409
55 Cl -2.179 3.912 -0.497  0.0328
56 C 1.962 -4.706 4.030  0.3095
57 Cl 0.821 -4.137 2.824  -0.0150
58 Cl 1.682 -6.425 4.361  -0.1244
59 Cl 3.612 -4.488 3.440  -0.0950
60 Cl 1.752 -3.789 5.529  -0.1169

Force components x, y, z for each atom (eV/Å):
-0.167 0.192 -0.015
0.230 -0.163 -0.106
-0.079 -0.049 0.346
-0.121 -0.026 -0.106
-0.054 -0.086 0.015
-0.045 0.052 0.093
-0.300 -0.060 -0.316
0.160 -0.465 0.355
-0.062 0.627 -0.003
0.110 -0.044 -0.096
-0.801 -0.211 0.211
0.106 0.157 -0.041
0.817 0.312 -0.074
0.050 0.026 -0.050
0.155 -0.042 -0.062
-0.206 0.169 -0.297
-0.032 -0.055 0.175
0.065 -0.180 0.370
-0.083 -0.058 -0.071
0.321 -0.280 -0.035
-0.048 -0.071 0.085
-0.007 0.116 -0.032
0.040 -0.088 -0.109
-0.063 -0.150 0.125
0.120 0.170 -0.034
0.025 0.193 0.072
0.042 -0.024 -0.117
-0.001 -0.108 -0.013
0.109 -0.123 0.095
0.009 0.082 0.105
-0.017 -0.105 -0.032
-0.047 -0.023 -0.066
-0.233 0.341 -0.163
-0.022 -0.190 -0.048
0.096 -0.028 -0.059
-0.010 0.070 0.081
-0.046 -0.002 -0.095
-0.078 -0.087 0.070
0.003 -0.044 -0.116
0.143 0.278 0.018
0.050 -0.033 -0.005
0.012 0.004 -0.012
-0.091 0.051 0.005
-0.006 0.006 -0.001
0.003 -0.005 0.003
0.051 0.015 -0.025
-0.008 0.002 0.036
-0.029 -0.017 -0.029
-0.002 -0.006 0.004
-0.002 0.004 0.002
-0.025 0.011 0.097
0.005 -0.002 0.012
-0.026 -0.006 -0.019
0.002 0.000 -0.006
0.011 -0.057 -0.113
0.028 0.001 -0.009
-0.051 0.016 -0.006
-0.004 -0.015 -0.001
0.009 0.000 0.001
-0.004 0.010 0.011

This record from the OMol25 dataset describes a 6-piece molecular cluster, C24H66N6O6 overall in a non-equilibrium geometry. The level of theory is the ωB97M-V functional and the def2-TZVPD basis.

**LUMO level**: 0.5983 eV
**Total charge**: 0
**ΔE to the lowest compared entry with this formula, charge and spin**: 204.7 kJ/mol
**SMILES**: COC[C@H](C)N.COC[C@H](C)N.COC[C@H](C)N.COC[C@H](C)N.COC[C@H](C)N.COC[C@H](C)N
**E_HOMO**: -8.87 eV
**E_tot**: -1733.81813 hartree

Last column: Mulliken charge in e.
Positions of all 102 atoms, in Å:
1 C 5.021 -3.710 -0.715  -0.6190
2 O 5.346 -4.857 0.039  -0.3145
3 C 5.188 -4.653 1.417  -0.6381
4 C 5.799 -5.862 2.150  0.4063
5 C 5.511 -5.810 3.635  -1.4750
6 N 7.276 -5.884 1.984  -0.7690
7 H 5.627 -2.835 -0.464  0.3036
8 H 3.969 -3.457 -0.524  0.1895
9 H 5.102 -3.954 -1.772  0.2811
10 H 5.647 -3.739 1.804  0.3517
11 H 4.119 -4.696 1.672  0.3236
12 H 5.441 -6.795 1.719  0.3459
13 H 5.904 -6.644 4.211  0.3788
14 H 4.420 -5.864 3.766  0.3785
15 H 5.799 -4.891 4.149  0.2973
16 H 7.480 -6.208 1.033  0.3012
17 H 7.645 -4.940 1.841  0.2652
18 C 0.391 -1.094 -8.765  -0.7268
19 O 0.603 -1.512 -7.426  -0.3343
20 C -0.403 -2.434 -7.001  -0.9821
21 C -0.588 -2.372 -5.484  0.8317
22 C -1.426 -3.544 -4.996  -1.5449
23 N -1.216 -1.102 -5.154  -0.7026
24 H -0.437 -0.373 -8.785  0.3053
25 H 0.026 -1.865 -9.455  0.3115
26 H 1.365 -0.739 -9.087  0.2532
27 H -1.341 -2.062 -7.429  0.4015
28 H -0.146 -3.445 -7.317  0.3309
29 H 0.409 -2.421 -5.020  0.3324
30 H -1.196 -4.468 -5.532  0.3955
31 H -2.481 -3.297 -5.105  0.3855
32 H -1.195 -3.787 -3.957  0.3233
33 H -0.697 -0.363 -5.622  0.2250
34 H -1.100 -0.948 -4.156  0.1113
35 C -2.634 0.008 1.888  -0.9414
36 O -1.381 -0.139 1.235  -0.1159
37 C -1.190 -1.398 0.620  -0.9692
38 C -0.069 -1.237 -0.420  0.6240
39 C 1.294 -0.965 0.181  -1.5485
40 N -0.344 -0.279 -1.490  -0.5300
41 H -2.702 -0.799 2.630  0.3951
42 H -3.547 0.082 1.298  0.2777
43 H -2.484 0.890 2.509  0.2537
44 H -0.884 -2.166 1.339  0.4298
45 H -2.086 -1.680 0.057  0.3935
46 H -0.011 -2.234 -0.885  0.4488
47 H 1.203 -0.199 0.953  0.2223
48 H 1.966 -0.672 -0.628  0.3892
49 H 1.767 -1.860 0.592  0.4031
50 H -1.318 -0.311 -1.783  0.0738
51 H -0.432 0.599 -0.963  0.0114
52 C -3.043 1.066 -2.644  -0.7691
53 O -2.308 1.911 -1.799  0.0428
54 C -1.869 3.133 -2.398  -1.1233
55 C -0.891 3.796 -1.456  0.5288
56 C -1.412 3.887 -0.026  -1.0978
57 N -0.614 5.198 -1.871  -0.5737
58 H -3.785 0.534 -2.044  0.2526
59 H -2.485 0.375 -3.276  0.1474
60 H -3.715 1.607 -3.326  0.4220
61 H -1.455 2.835 -3.371  0.4160
62 H -2.734 3.750 -2.673  0.3910
63 H 0.064 3.277 -1.354  0.2198
64 H -0.795 4.576 0.552  0.3495
65 H -1.284 2.951 0.522  -0.0034
66 H -2.426 4.272 0.107  0.4059
67 H -0.119 5.289 -2.749  0.2398
68 H -1.560 5.561 -1.954  0.2820
69 C -4.207 2.552 4.389  -0.8065
70 O -4.332 1.163 4.180  -0.1384
71 C -5.021 0.496 5.228  -0.9046
72 C -4.821 -1.006 5.119  0.5783
73 C -5.584 -1.574 3.918  -1.3399
74 N -5.313 -1.600 6.367  -0.7434
75 H -3.853 3.056 3.494  0.1665
76 H -3.532 2.760 5.227  0.3380
77 H -5.204 2.926 4.663  0.3601
78 H -4.636 0.822 6.199  0.3878
79 H -6.071 0.787 5.117  0.3342
80 H -3.771 -1.254 4.971  0.3136
81 H -6.643 -1.629 4.167  0.4184
82 H -5.155 -2.561 3.720  0.3110
83 H -5.467 -1.032 2.977  0.2516
84 H -6.317 -1.652 6.474  0.2658
85 H -4.970 -2.555 6.366  0.2573
86 C 3.266 2.132 1.332  -0.7866
87 O 3.367 3.519 1.488  -0.3957
88 C 2.108 4.171 1.505  -0.0324
89 C 2.303 5.652 1.206  0.6698
90 C 2.994 6.392 2.337  -1.3653
91 N 1.010 6.269 0.804  -0.6919
92 H 2.569 1.624 2.002  0.3002
93 H 4.242 1.709 1.592  0.3982
94 H 3.136 1.843 0.286  0.2776
95 H 1.520 3.675 0.717  -0.1489
96 H 1.565 3.993 2.441  0.2371
97 H 2.880 5.749 0.278  0.2217
98 H 2.684 5.904 3.268  0.3161
99 H 2.728 7.444 2.387  0.4034
100 H 4.065 6.197 2.307  0.3141
101 H 0.677 5.784 -0.027  0.0784
102 H 1.204 7.209 0.472  0.2834

Force components x, y, z for each atom (eV/Å):
-0.824 -0.137 0.089
0.618 0.440 -0.195
-0.643 -1.791 0.658
1.686 0.954 0.119
-1.503 -0.074 0.462
0.399 0.065 -1.330
0.184 -0.107 0.007
0.035 0.185 -0.069
0.225 -0.012 0.026
0.018 0.202 -0.204
-0.100 0.590 -0.089
-0.279 0.048 -0.003
0.321 -0.067 -0.317
0.060 0.011 0.066
0.339 0.097 -0.342
-0.228 -0.511 0.328
-0.326 0.121 0.790
-0.315 -0.105 0.312
-0.266 -0.648 0.037
-0.060 0.896 0.419
0.764 -0.212 -0.420
0.168 -0.178 0.150
-0.148 0.193 0.222
0.462 0.492 -0.072
0.444 -0.446 0.287
-0.278 0.447 -0.346
-0.245 -0.568 -0.147
-0.112 -0.054 -0.187
0.016 -0.204 -0.195
-0.072 0.125 -0.202
-0.044 -0.158 0.043
-0.251 0.273 0.111
0.009 -0.004 0.127
0.040 0.145 -0.091
1.322 -0.031 1.579
-0.518 -0.124 -0.513
0.589 0.958 -0.788
-0.213 -1.757 -0.469
0.184 0.034 -0.073
-0.404 1.103 1.015
-0.480 -0.123 -0.189
0.265 -0.074 -0.469
-0.472 0.189 -0.239
-0.307 -0.074 0.145
-0.164 -0.243 0.275
-0.001 0.088 -0.084
0.322 0.073 -0.103
-0.036 0.395 0.121
-0.345 -0.024 0.301
0.051 -0.740 -0.041
0.453 0.165 -0.454
-1.496 0.384 -0.264
-0.058 0.154 0.139
-0.068 -1.680 -0.647
0.274 1.121 0.541
0.265 -0.084 0.962
-0.468 -0.626 0.325
0.440 -0.368 0.261
0.370 0.077 0.165
0.343 0.383 -0.103
0.560 0.412 0.036
-0.045 0.295 0.515
-0.052 -0.262 -0.570
0.085 0.142 -0.264
-0.480 -0.215 -0.297
-0.152 -0.268 -0.384
-0.253 -0.188 -0.157
0.358 0.740 -0.323
-0.726 -0.257 0.729
0.571 -0.335 -0.425
0.660 0.532 -0.286
-1.606 0.456 -0.509
0.578 -0.260 -0.283
1.269 -0.558 0.161
0.024 -0.226 -0.123
0.053 0.041 -0.074
0.163 0.384 -0.119
-0.088 0.090 0.073
-0.262 -0.271 0.406
0.142 0.260 0.432
-0.055 -0.166 -0.136
-0.516 -0.196 0.030
0.072 0.318 0.214
-0.119 0.221 -0.424
-0.213 -0.014 0.371
1.230 -0.594 0.043
-0.032 0.370 0.564
-0.089 -0.455 -0.861
-0.357 0.536 -1.369
-0.250 -1.062 0.525
-0.052 -0.270 0.677
-0.448 0.293 -0.105
0.042 0.169 0.070
-0.595 0.072 -0.050
-0.257 0.415 -0.042
0.153 0.168 0.140
0.747 -0.530 0.357
-0.181 0.373 0.128
0.233 0.085 -0.133
0.065 0.428 -0.196
-0.110 0.095 0.026
-0.013 0.047 0.195